{"formula": "C5H13NS", "method": "ωB97M-V/def2-TZVPD", "symbols": ["C", "C", "C", "N", "C", "C", "S", "H", "H", "H", "H", "H", "H", "H", "H", "H", "H", "H", "H", "H"], "positions_angstrom": [[1.823, 0.424, 1.706], [2.176, 0.626, 0.238], [1.117, 0.086, -0.724], [-0.220, 0.587, -0.468], [-1.282, -0.208, 0.083], [-2.513, -0.275, -0.873], [-3.322, -1.907, -0.983], [0.836, 0.818, 1.965], [1.773, -0.633, 1.957], [2.537, 0.941, 2.342], [2.369, 1.672, -0.003], [3.105, 0.087, 0.046], [1.082, -1.009, -0.657], [1.440, 0.288, -1.749], [-0.098, 1.473, -0.001], [-1.654, 0.246, 1.003], [-0.981, -1.237, 0.276], [-3.329, 0.269, -0.386], [-2.306, 0.190, -1.829], [-2.552, -2.437, -1.943]], "nbo_charge": [-0.61, -0.41, -0.20, -0.65, -0.23, -0.52, -0.06, 0.20, 0.21, 0.21, 0.19, 0.21, 0.18, 0.18, 0.36, 0.19, 0.19, 0.21, 0.23, 0.12], "orbital_gap_ev": 9.539, "lumo_ev": 1.030, "de_lowest_kj_mol": 65.4, "smiles": "CCCNCCS", "total_energy_ha": -651.21905, "spin_multiplicity": 1}